87
Properties=species:S:1:pos:R:3:forces:R:3:mulliken_charge:R:1 method="wB97M-V/def2-TZVPD" multiplicity=1 de_lowest_kcal_mol=127.6 energy_ha=-2393.29997 lumo_energy_ev=-4.75 total_charge=+1 homo_ev=-10.84 gap_ev=6.082
C 1.414644 -1.180222 2.578916 0.6 -0.8 0.9 -0.581
O 0.719167 -1.084183 1.256641 1.2 -3.5 -0.4 -0.176
B 1.161128 -2.259355 0.481679 1.8 3.8 -1.2 0.131
O 2.149800 -2.002568 -0.614318 -0.7 -1.8 4.1 -0.479
N 0.748158 -3.705270 0.671456 -3.2 0.2 0.8 0.695
C -0.573115 -4.025760 0.882058 -0.2 -1.3 0.4 -0.042
N -1.763201 -3.130155 0.900113 3.5 -1.1 0.6 -0.134
C -2.371548 -2.847118 2.220132 -3.2 -0.7 1.3 0.448
C -3.851699 -2.121796 1.940989 0.9 0.5 -0.9 -0.965
F -1.576647 -2.031422 3.162023 -1.1 -1.6 -2.3 -0.317
N -0.847450 -5.533284 1.081913 0.2 3.8 0.6 -0.053
Cl -2.477970 -5.934083 0.685660 0.2 -0.1 0.2 0.000
B -0.469257 -5.920831 2.502634 1.4 -1.2 3.5 0.401
O 0.972073 -6.150576 2.792089 -3.4 0.9 -2.5 -0.488
O -1.450949 -6.041921 3.636924 3.7 2.0 -2.2 -0.515
H 2.542434 -1.377216 2.336079 -1.9 0.6 0.8 0.240
H 1.010362 -2.103288 3.215900 0.7 2.1 -1.4 0.198
H 1.303778 -0.192404 3.208761 0.0 -2.0 -1.7 0.234
H 3.009362 -2.373330 -0.210150 -1.5 0.7 -1.3 0.288
H 1.491576 -4.451474 0.631622 -1.1 0.6 -0.6 0.097
H -1.777055 -2.360062 0.207500 0.3 -0.5 0.8 0.402
H -2.646730 -3.862325 2.780601 1.3 2.1 -1.2 0.131
H -3.727209 -1.527393 0.927945 -0.4 -1.0 2.1 0.281
H -4.110882 -1.342734 2.778362 0.6 -1.8 -1.6 0.233
H -4.708241 -2.920737 1.770415 2.0 1.6 0.6 0.337
H 1.437913 -6.197943 1.906092 -0.4 -0.2 1.5 0.319
H -0.979654 -5.541038 4.389310 -1.0 -1.5 -1.3 0.334
C 5.262609 -6.584913 -1.215393 -0.7 -0.1 0.8 -0.919
C 4.223203 -5.497107 -1.263413 -0.2 -0.3 0.4 0.658
O 3.281054 -5.478734 -0.472948 0.2 0.3 -0.1 -0.553
C 4.380934 -4.432742 -2.316198 -0.5 0.3 0.3 -1.005
H 5.020624 -7.282593 -0.406668 -0.1 0.1 -0.1 0.351
H 5.269934 -7.133826 -2.160420 0.3 0.2 0.1 0.278
H 6.246240 -6.150464 -1.019866 -0.3 -0.2 -0.3 0.255
H 4.349057 -4.885772 -3.310258 0.3 0.1 0.1 0.352
H 5.325272 -3.902450 -2.169721 0.1 -0.2 -0.2 0.296
H 3.558665 -3.714279 -2.231762 0.1 -0.1 -0.1 0.291
C 9.296287 -5.088508 -3.759515 -0.4 0.3 0.1 -1.056
C 8.646238 -6.293548 -3.133968 -1.0 0.1 0.5 0.713
O 7.549586 -6.213593 -2.582807 1.6 0.0 -1.0 -0.481
C 9.389988 -7.600214 -3.208594 -0.4 -0.2 0.3 -1.085
H 8.646005 -4.216958 -3.629573 0.1 -0.2 0.0 0.252
H 10.253049 -4.886980 -3.271226 0.0 -0.1 -0.2 0.333
H 9.443169 -5.258907 -4.829045 0.2 0.0 0.1 0.336
H 10.350950 -7.510570 -2.695834 0.0 0.0 -0.2 0.334
H 9.541055 -7.882482 -4.253556 0.2 0.1 0.1 0.338
H 8.801263 -8.381392 -2.716041 0.1 0.2 -0.1 0.271
C -2.159576 2.046143 2.879758 0.1 -0.3 -0.4 -0.925
C -3.644599 1.831541 2.758740 -0.7 -0.6 -0.8 0.958
O -4.119842 1.153650 1.849111 0.6 0.6 0.9 -0.577
C -4.525756 2.478672 3.793579 -0.3 -0.2 -0.3 -1.101
H -1.649459 1.520860 2.065381 -0.1 0.1 0.2 0.068
H -1.930952 3.112293 2.805675 0.0 0.0 0.2 0.325
H -1.802734 1.645553 3.831965 0.0 0.2 0.0 0.445
H -4.402497 3.564077 3.760265 0.1 0.0 0.3 0.154
H -4.274312 2.097374 4.786468 0.1 0.2 0.0 0.346
H -5.572682 2.237963 3.580388 0.2 0.1 0.0 0.334
C -6.387736 7.850805 3.511129 -0.3 -0.2 0.3 -1.110
C -5.207165 6.957251 3.782803 -0.1 -1.1 1.0 0.858
O -5.276387 6.037290 4.596251 0.1 1.0 -1.0 -0.566
C -3.938464 7.232975 3.020909 0.2 -0.4 0.2 -1.033
H -7.232737 7.534413 4.131790 0.2 0.1 -0.1 0.292
H -6.136957 8.884472 3.762278 0.0 0.0 -0.2 0.337
H -6.677671 7.774002 2.460156 0.1 0.2 0.0 0.327
H -3.578607 8.239135 3.250153 -0.1 0.0 -0.2 0.374
H -4.119295 7.128672 1.948127 0.1 0.2 0.0 0.297
H -3.171798 6.509968 3.319117 -0.2 0.2 -0.1 0.234
C -0.568159 4.313572 -2.199446 0.2 0.5 0.0 -1.134
C -1.462859 4.345841 -0.989296 -0.1 1.3 0.9 0.853
O -1.523285 5.338879 -0.266081 0.1 -1.3 -0.9 -0.569
C -2.280608 3.115979 -0.698030 -0.2 0.2 0.4 -0.697
H -0.038932 5.268530 -2.285030 -0.1 -0.2 0.1 0.245
H 0.168855 3.513308 -2.095422 -0.1 -0.1 -0.2 0.349
H -1.167804 4.164036 -3.100873 0.1 -0.2 0.0 0.319
H -1.619900 2.262348 -0.527192 -0.1 0.0 -0.2 0.160
H -2.956504 2.913091 -1.532561 0.1 -0.2 0.0 0.393
H -2.878175 3.282992 0.204446 0.1 -0.1 -0.2 0.064
C -1.084072 7.103213 -5.319285 0.2 -0.3 -0.4 -0.836
C -2.569095 6.888611 -5.440302 -0.7 -0.9 -1.3 0.809
O -3.044338 6.210721 -6.349931 0.6 0.9 1.2 -0.564
C -3.450253 7.535743 -4.405464 -0.4 -0.2 -0.2 -0.953
H -0.573956 6.577931 -6.133662 -0.1 0.1 0.2 0.274
H -0.855448 8.169364 -5.393368 0.0 -0.1 0.2 0.356
H -0.727231 6.702624 -4.367077 0.0 0.2 0.0 0.093
H -3.326993 8.621148 -4.438778 0.1 -0.1 0.2 0.320
H -3.198808 7.154444 -3.412575 0.1 0.2 0.0 0.219
H -4.497178 7.295034 -4.618655 0.3 0.0 0.0 0.286

100
Properties=species:S:1:pos:R:3:forces:R:3:mulliken_charge:R:1 method="wB97M-V/def2-TZVPD" multiplicity=1 energy_ha=-4877.01802 lumo_energy_ev=-6.28 total_charge=+2 homo_ev=-13.44 gap_ev=7.163
N -3.859223 -0.218257 -0.521667 -1.1 -0.7 1.0 0.031
H -4.099309 -0.716466 -1.366792 -0.1 0.3 -1.3 0.417
H -3.427012 -0.920430 0.061633 0.8 -0.6 1.2 0.161
H -4.685815 0.162450 -0.083593 -0.2 0.2 0.0 0.430
H -3.086437 0.423909 -0.624255 1.7 1.2 -1.0 0.108
N -3.294149 -3.533392 1.660385 -1.1 -0.4 -0.1 -0.093
H -2.993514 -4.471882 1.881653 0.3 -0.6 0.1 0.275
H -3.665433 -3.069456 2.477091 -0.3 -0.1 0.2 0.359
H -3.932925 -3.503700 0.878589 -0.7 -0.4 0.1 0.415
H -2.541446 -2.946651 1.329829 2.3 1.7 -0.3 -0.082
N -1.991879 3.392530 0.037069 -2.1 0.1 2.7 0.117
H -1.701514 2.472192 -0.260867 1.6 -2.4 -2.5 -0.048
H -2.073275 4.166806 -0.606333 0.7 0.3 -0.1 0.340
H -1.583823 3.483953 0.956433 1.8 1.5 0.0 0.221
H -2.895222 3.159628 0.424150 -1.3 0.4 -0.8 0.462
N -2.619931 0.745863 2.708396 -2.3 -0.7 -0.4 0.112
H -3.274103 0.227732 3.277353 -0.3 0.0 0.6 0.460
H -2.266555 0.027296 2.092860 1.3 -1.8 -1.7 -0.280
H -1.871059 1.071433 3.302778 1.0 1.2 0.7 0.323
H -3.197175 1.365668 2.158198 0.4 0.7 0.2 0.322
O -1.272947 1.009293 -1.014768 -1.4 -0.3 0.8 -1.232
C -0.336888 0.266236 -0.266193 -0.6 0.9 0.2 1.033
C -0.719261 -1.160583 0.187453 0.3 -0.7 0.1 -0.590
O -1.773512 -1.413510 1.116887 -1.1 0.9 -0.1 -0.664
H -0.040092 0.937884 0.539344 0.1 -0.3 1.2 -0.174
H 0.627157 0.209033 -0.771604 0.2 -0.6 -0.6 -0.372
H 0.155906 -1.688866 0.565771 0.7 0.5 0.4 0.239
H -0.863733 -1.768723 -0.705513 -0.5 0.2 -0.7 -0.124
C 3.092558 -0.681752 -2.409686 0.7 -1.2 -0.6 -0.558
C 4.293723 -1.584915 -2.818986 -0.3 -0.9 -0.5 -0.666
O 5.521386 -1.165032 -2.255391 3.5 0.4 -0.3 -0.214
C 6.749202 -1.695814 -2.764171 -2.1 -2.1 -3.3 0.272
O 6.822790 -2.611399 -3.620431 -0.3 3.6 3.7 -0.516
C 7.982394 -0.838523 -2.266970 -1.8 -0.3 -0.2 0.910
F 7.773051 0.434169 -2.534186 -0.3 1.0 -0.6 -0.245
F 8.039116 -0.930689 -0.963222 0.4 -0.5 1.5 -0.242
F 9.103928 -1.191447 -2.818993 0.6 -0.7 -0.3 -0.214
H 3.164589 0.379341 -2.648422 0.7 0.0 0.7 0.330
H 2.911945 -1.017771 -1.388622 -0.3 1.1 0.2 0.312
H 2.212580 -0.941311 -2.998220 0.0 -0.6 -0.1 0.098
H 4.430218 -1.758885 -3.886321 -0.1 0.4 -0.1 0.421
H 4.171179 -2.577357 -2.385252 -0.7 -0.2 -0.2 0.300
C -0.982938 -1.200874 -3.827440 0.4 0.2 -0.2 -0.495
C -1.794166 -2.450820 -3.486833 1.2 1.0 1.0 0.054
O -2.908544 -2.504978 -4.354583 -3.2 0.8 0.2 -0.255
C -4.037102 -1.800152 -4.003947 2.9 1.3 1.4 0.317
O -4.167241 -1.074572 -2.990137 0.1 -2.7 -3.0 -0.710
C -5.097769 -1.837045 -5.113148 -1.5 -0.2 -0.6 0.810
F -4.721481 -2.389575 -6.266855 0.4 0.9 0.7 -0.207
F -6.095798 -2.627569 -4.661712 0.1 0.6 0.2 -0.241
F -5.579737 -0.574524 -5.310481 0.7 -1.5 0.1 -0.217
H -0.067867 -1.069499 -3.249961 -0.2 -0.3 0.5 -0.181
H -1.554271 -0.282424 -3.692804 -0.2 -0.1 0.1 0.183
H -0.606050 -1.209182 -4.850179 -0.4 -0.3 -0.2 0.494
H -2.138509 -2.412443 -2.453370 -0.1 0.1 0.1 -0.080
H -1.201013 -3.362593 -3.557162 -0.3 0.0 -0.6 0.426
C 1.849461 7.006931 0.974053 -0.2 0.0 -1.2 -1.065
C 1.939796 6.511036 2.402531 -0.9 1.8 -0.3 -0.137
O 2.404900 5.179271 2.541943 -0.9 -2.7 -1.1 -0.275
C 1.611059 4.152170 2.149305 -3.1 2.3 0.5 0.395
O 0.379810 4.221105 1.866574 4.0 -0.4 0.7 -0.576
C 2.351018 2.808465 2.193465 2.8 0.7 -1.9 0.832
F 3.650621 2.957179 2.572563 -1.4 -0.1 0.1 -0.279
F 1.776689 1.925291 2.964079 -0.5 -0.4 0.1 -0.259
F 2.445387 2.358773 0.886221 -0.8 0.1 1.4 -0.228
H 2.762875 6.928629 0.384453 0.1 -0.2 0.3 0.325
H 1.530832 8.042810 0.857739 0.3 0.3 0.8 0.399
H 1.051277 6.534637 0.401377 0.1 -0.6 0.1 0.208
H 0.940959 6.635454 2.820794 0.0 -0.4 0.4 0.247
H 2.626432 7.126361 2.983906 0.0 -0.3 0.0 0.340
C 1.027538 -2.348943 4.018851 -0.8 0.5 -0.5 -1.322
C 0.502411 -0.904787 3.959214 0.8 -0.2 -0.8 0.940
O -0.071996 -0.552728 5.205975 -1.8 2.3 3.2 -0.239
C -0.711411 0.666486 5.428389 1.5 -2.4 -2.7 0.491
O -0.871827 1.397854 4.457313 -0.2 0.2 2.0 -0.703
C -1.227869 0.972330 6.913516 2.2 0.1 -0.5 0.796
F -0.396136 1.845679 7.471142 0.8 0.1 -0.2 -0.239
F -2.383888 1.527653 6.916002 -2.3 0.7 -0.8 -0.234
F -1.261984 -0.094423 7.647442 0.1 -1.4 0.3 -0.214
H 1.652754 -2.670537 4.851794 0.0 0.6 0.0 0.438
H 1.577780 -2.451906 3.083583 0.1 -0.3 0.0 0.344
H 0.159925 -3.008202 3.991882 0.1 -0.2 0.0 0.275
H -0.237964 -0.816836 3.164095 -0.2 -0.2 0.0 -0.399
H 1.288712 -0.210270 3.663427 0.1 0.1 0.5 0.012
Cl -0.555770 3.775499 -5.166683 -0.3 0.8 -0.2 -0.164
C -0.127410 2.542228 -4.021324 0.8 -0.9 1.4 0.075
C 0.899874 2.983423 -2.924085 0.2 -0.5 -1.7 0.067
Cl 0.365182 4.372271 -1.991326 -0.4 0.4 0.5 -0.152
H 0.291795 1.749789 -4.641332 0.3 -0.1 0.4 0.248
H -0.990237 2.117457 -3.508276 -0.2 0.3 -0.1 -0.117
H 1.810206 3.307801 -3.428245 0.0 0.0 0.1 0.489
H 1.167241 2.180778 -2.236792 -0.4 -0.1 -0.1 -0.421
Cl -0.406356 -7.676535 0.136651 -0.6 0.2 -0.5 -0.138
C -0.441652 -5.909796 -0.064394 1.3 0.4 1.5 -0.378
C 0.169801 -5.325364 1.266029 0.4 0.6 -2.6 -0.015
Cl -0.913103 -5.548495 2.626886 0.0 -0.1 0.4 -0.178
H -1.399057 -5.421898 -0.247201 -0.4 -0.7 0.1 0.212
H 0.181284 -5.653087 -0.921219 0.2 -0.1 0.2 0.320
H 0.363493 -4.267609 1.087845 -0.5 0.3 0.3 -0.244
H 1.184539 -5.698301 1.405035 -0.4 -0.7 0.5 0.474

80
Properties=species:S:1:pos:R:3:forces:R:3:mulliken_charge:R:1 method="wB97M-V/def2-TZVPD" multiplicity=1 de_lowest_kcal_mol=138.3 energy_ha=-1921.29048 lumo_energy_ev=-4.90 total_charge=+1 homo_ev=-10.72 gap_ev=5.823
C 0.240161 4.624795 -3.086995 -0.2 -0.1 -0.1 -0.743
C -0.924228 3.473356 -2.772433 -3.5 2.0 5.4 0.633
O -1.700246 3.740496 -1.689941 5.0 -2.4 -7.2 -0.525
O -1.125976 2.251519 -3.573907 1.5 1.4 2.4 -0.305
C -0.622070 1.055281 -2.821502 0.2 0.2 0.5 -0.296
C 0.984780 0.972366 -3.133906 1.2 -0.3 0.4 0.633
C 1.995186 0.254244 -2.041724 2.1 0.0 -2.6 -0.189
N 3.204540 0.016825 -2.707745 -3.3 0.5 2.0 -0.075
C 3.151250 0.473867 -4.180801 -0.4 0.5 -0.3 -0.559
C 1.534557 0.170570 -4.454098 0.9 -0.2 -0.1 -0.091
C 0.911970 0.486435 -5.937317 -0.9 0.5 0.3 -0.608
C 1.092944 2.031547 -6.454514 -0.1 -0.5 -1.1 -0.781
C 2.548757 2.258187 -7.232248 -2.2 -0.8 0.1 -0.336
S 2.553447 4.041515 -7.840133 -0.4 0.1 0.5 -0.245
H 0.593771 5.063050 -2.043313 -0.9 -1.1 -2.2 0.271
H 1.164251 4.196857 -3.664665 -1.8 0.7 1.0 0.212
H -0.192419 5.541395 -3.711223 0.7 -2.2 1.3 0.318
H -1.195901 0.094554 -3.203469 1.2 2.2 0.8 0.286
H -0.835085 1.277112 -1.676874 0.5 -0.9 -2.3 0.067
H 1.443920 2.060742 -3.234083 -1.1 -2.0 0.4 -0.272
H 1.762297 -0.033189 -0.916446 0.8 0.7 -2.4 0.304
H 4.048059 -0.455750 -2.262554 -1.6 0.9 -0.7 0.317
H 3.939001 -0.044831 -4.877560 -1.7 0.6 1.7 0.336
H 3.401147 1.641123 -4.186131 -0.7 -2.5 0.0 0.296
H 1.412694 -0.971255 -4.228139 0.1 2.0 -0.5 0.289
H 1.314329 -0.268332 -6.766524 -0.6 1.6 2.0 0.401
H -0.260554 0.283229 -5.859108 2.5 0.4 -0.1 0.249
H 0.270672 2.196825 -7.303866 1.8 -0.3 1.9 0.403
H 0.874709 2.843604 -5.637122 0.6 -1.7 -1.4 0.249
H 3.475997 1.988268 -6.569869 -1.7 0.8 -1.4 0.231
H 2.484351 1.579715 -8.205180 0.5 1.4 2.2 0.325
H 1.296706 4.625322 -7.491939 1.4 -1.4 -0.1 0.140
C -0.470188 2.307916 1.342952 -0.2 0.0 -0.2 -0.901
O 0.120819 1.013617 1.285955 0.3 0.1 0.0 0.130
C 1.357703 0.949016 2.003501 -0.5 -0.4 0.2 -0.934
C 1.175330 0.279939 3.368160 0.2 0.6 0.2 -0.152
O 0.373321 1.084416 4.238588 0.0 -0.4 -0.5 -0.396
C -0.966962 0.612561 4.326459 0.0 0.2 0.1 -0.566
H -1.500334 2.229130 0.987338 0.2 0.0 0.0 0.219
H -0.481794 2.705923 2.359726 0.1 0.0 0.0 0.429
H 0.078473 2.990353 0.684167 -0.1 0.1 0.1 0.266
H 1.798915 1.947395 2.110703 -0.1 -0.1 0.1 0.456
H 2.042751 0.341852 1.402735 0.1 -0.1 0.1 0.282
H 2.156537 0.177933 3.843457 -0.1 -0.1 0.0 0.404
H 0.747675 -0.724599 3.260439 0.0 0.2 -0.1 0.115
H -1.000846 -0.288277 4.945569 -0.1 0.0 0.0 0.262
H -1.389526 0.399039 3.340531 0.0 0.0 0.0 0.197
H -1.572900 1.388080 4.802277 0.2 -0.1 0.0 0.260
C 2.338062 -4.060015 8.317248 -0.2 0.0 0.2 -0.675
O 1.364307 -3.060703 8.601717 0.4 0.2 -0.3 -0.374
C 1.868016 -1.736851 8.395265 -0.6 -0.2 -0.1 -0.745
C 1.377711 -1.155552 7.066766 0.6 0.0 0.1 -0.223
O 1.937533 -1.858996 5.953298 -0.4 -0.2 0.1 -0.346
C 1.016234 -2.779662 5.378577 0.3 0.0 0.1 -0.720
H 1.830906 -5.026456 8.265744 0.0 0.2 0.1 0.240
H 2.841179 -3.879085 7.365140 0.0 0.0 0.0 0.280
H 3.076490 -4.092578 9.126204 0.1 -0.1 -0.1 0.325
H 2.963337 -1.723433 8.450157 -0.1 0.0 -0.1 0.361
H 1.483183 -1.118840 9.213084 0.0 0.0 -0.1 0.398
H 1.717593 -0.117394 6.990676 0.0 0.0 0.0 0.336
H 0.281737 -1.155167 7.017449 0.1 -0.1 0.1 0.270
H 0.264425 -2.236030 4.799613 -0.2 -0.1 0.0 0.256
H 0.524293 -3.392650 6.139134 0.0 0.1 0.0 0.372
H 1.567478 -3.440591 4.704560 0.0 0.1 0.1 0.245
C -6.036338 -1.382221 -1.602428 -0.2 -0.2 0.1 -0.655
O -5.607338 -2.696666 -1.261931 0.5 0.2 -0.3 -0.374
C -4.605854 -3.190444 -2.157555 -0.1 -0.2 0.6 -0.513
C -3.208899 -3.092047 -1.539452 -0.2 0.3 -0.5 -0.582
O -2.808062 -1.728115 -1.374937 -0.1 -0.1 0.2 -0.190
C -2.947760 -1.283442 -0.029770 0.0 0.1 -0.1 -0.837
H -6.610875 -0.982237 -0.763507 0.1 -0.2 -0.1 0.249
H -5.193150 -0.716131 -1.796680 0.0 0.0 0.0 0.230
H -6.685024 -1.425710 -2.484505 0.1 0.1 0.0 0.330
H -4.648659 -2.664077 -3.118819 0.1 0.0 0.1 0.301
H -4.835636 -4.245043 -2.341623 0.1 0.0 0.0 0.391
H -2.489017 -3.555032 -2.222456 0.0 0.0 0.0 0.357
H -3.161539 -3.630869 -0.584978 -0.1 0.1 -0.1 0.349
H -2.148688 -1.708613 0.583962 0.0 0.0 0.1 0.345
H -3.920296 -1.554986 0.390519 0.1 0.0 -0.1 0.433
H -2.857344 -0.194097 -0.017702 0.0 -0.1 -0.1 0.164